Record 1
{
  "formula": "C13H13ClN2O2",
  "method": "ωB97M-V/def2-TZVPD",
  "multiplicity": 1,
  "smiles": "Cc1cc(C(=O)NCCc2ccc(Cl)cc2)no1",
  "lumo_ev": 0.78,
  "homo_lumo_gap_ev": 9.62,
  "species": ["C", "C", "C", "C", "C", "O", "N", "C", "C", "C", "C", "C", "C", "Cl", "C", "C", "N", "O", "H", "H", "H", "H", "H", "H", "H", "H", "H", "H", "H", "H", "H"],
  "positions_angstrom": [[4.38558, 2.15269, -0.14324], [3.10761, 1.53200, -0.56421], [2.62583, 0.25611, -0.47364], [1.34360, 0.33462, -1.06949], [0.34316, -0.75215, -1.20576], [0.49840, -1.84998, -0.71103], [-0.72575, -0.39191, -1.95363], [-1.94316, -1.16166, -1.94064], [-2.93561, -0.60857, -0.89819], [-2.26093, -0.56397, 0.44235], [-1.56679, 0.57156, 0.84165], [-0.84876, 0.58756, 2.02349], [-0.82450, -0.54777, 2.81467], [0.08223, -0.54074, 4.28674], [-1.51709, -1.68766, 2.44157], [-2.22778, -1.68869, 1.25651], [1.10009, 1.56270, -1.46774], [2.18384, 2.30552, -1.16145], [5.02031, 1.40633, 0.32375], [4.19574, 2.95970, 0.56268], [4.89813, 2.57619, -1.00570], [3.08623, -0.61256, -0.05590], [-0.77476, 0.57827, -2.23004], [-1.66330, -2.18405, -1.67699], [-2.39262, -1.15003, -2.93682], [-3.24902, 0.39370, -1.19692], [-3.81216, -1.25635, -0.87052], [-1.57859, 1.45699, 0.22216], [-0.30576, 1.47014, 2.32416], [-1.48863, -2.56642, 3.06629], [-2.75553, -2.58155, 0.95589]]
}

Record 2
{
  "formula": "C13H13F6NO",
  "method": "ωB97M-V/def2-TZVPD",
  "multiplicity": 1,
  "smiles": "C[C@H]1NC(C(F)(F)F)(C(F)(F)F)O[C@@H]1Cc1ccccc1",
  "lumo_ev": 0.79,
  "homo_lumo_gap_ev": 10.23,
  "species": ["C", "C", "N", "C", "C", "F", "F", "F", "C", "F", "F", "F", "O", "C", "C", "C", "C", "C", "C", "C", "C", "H", "H", "H", "H", "H", "H", "H", "H", "H", "H", "H", "H", "H"],
  "positions_angstrom": [[-1.31257, 0.44175, -1.57702], [-0.93424, -0.57258, -0.50494], [-0.97744, -1.89737, -1.03818], [0.36647, -2.54919, -0.96813], [1.11408, -2.62381, -2.39516], [0.26725, -2.98430, -3.36712], [2.09318, -3.48375, -2.44676], [1.59520, -1.39134, -2.72700], [0.23447, -4.02534, -0.44980], [-0.61095, -4.10218, 0.61151], [-0.25959, -4.88193, -1.41171], [1.47346, -4.44607, -0.02757], [1.08187, -1.76256, -0.00806], [0.51634, -0.44205, -0.00223], [0.56461, 0.11354, 1.42781], [0.25704, 1.59482, 1.51198], [-0.91290, 2.02107, 2.18930], [-1.16881, 3.39231, 2.35056], [-0.27765, 4.32172, 1.84956], [0.84907, 3.92323, 1.14141], [1.12682, 2.54630, 0.99067], [-1.22033, 1.47516, -1.22510], [-0.66025, 0.34733, -2.47154], [-2.36469, 0.25250, -1.89368], [-1.66047, -0.48427, 0.28876], [-1.34051, -1.87020, -1.98357], [1.09675, 0.19507, -0.67176], [-0.03146, -0.50310, 2.14153], [1.60061, 0.03507, 1.80941], [-1.61151, 1.32199, 2.58969], [-2.01406, 3.78854, 2.88457], [-0.44702, 5.34748, 2.07280], [1.54781, 4.68515, 0.81881], [2.01944, 2.21703, 0.49097]]
}

Record 3
{
  "formula": "C13H13FSi",
  "method": "ωB97M-V/def2-TZVPD",
  "multiplicity": 1,
  "lumo_ev": 0.07,
  "homo_lumo_gap_ev": 7.73,
  "species": ["C", "C", "C", "C", "C", "C", "C", "C", "C", "C", "C", "C", "C", "F", "Si", "H", "H", "H", "H", "H", "H", "H", "H", "H", "H", "H", "H", "H"],
  "positions_angstrom": [[-3.90493, -0.89205, -0.54710], [3.80412, -1.42430, -0.68867], [-3.58959, -1.10452, 0.78404], [-3.01924, -0.35700, -1.46556], [2.54777, -1.70749, -1.22911], [3.90776, -0.53222, 0.35869], [-2.38638, -0.66391, 1.28088], [-1.89719, 0.27424, -0.94596], [1.44361, -1.17579, -0.53908], [2.85450, 0.30446, 0.75987], [-1.62676, 0.14564, 0.42481], [1.55026, -0.05856, 0.37141], [0.18117, 3.17033, -0.04304], [0.90701, 3.08802, -1.26166], [0.03712, 0.72472, 1.12697], [-4.89711, -1.36038, -0.96347], [4.59852, -1.95251, -1.06102], [-4.22958, -1.60772, 1.34444], [-3.10433, -0.31461, -2.47857], [2.24967, -2.50783, -2.00537], [4.94028, -0.42416, 0.80094], [-2.11153, -0.88161, 2.23977], [-1.10649, 0.88380, -1.35472], [0.38911, -1.51347, -0.72658], [2.89297, 1.02905, 1.55175], [-0.85019, 3.11564, -0.14778], [0.56514, 4.03573, 0.39688], [-0.13942, 1.29098, 2.41529]]
}

Record 4
{
  "formula": "C13H13IrN6O",
  "method": "ωB97M-V/def2-TZVPD",
  "multiplicity": 1,
  "total_charge": 2,
  "lumo_ev": -9.51,
  "homo_lumo_gap_ev": 6.06,
  "species": ["Ir", "C", "C", "C", "C", "C", "C", "N", "N", "C", "C", "C", "C", "C", "N", "H", "H", "H", "H", "H", "H", "H", "H", "H", "N", "C", "N", "O", "H", "H", "H", "H", "N", "C"],
  "positions_angstrom": [[0.47239, 0.51740, -0.25487], [-4.10599, -2.39566, -1.39173], [-3.87306, -2.75099, -0.06274], [-2.84220, -2.16962, 0.63904], [-2.02723, -1.23728, -0.01168], [-2.27885, -0.85966, -1.33294], [-3.31490, -1.44899, -2.02457], [-0.92644, -0.64310, 0.64688], [-0.76953, -0.87965, 1.86129], [0.39911, -0.30240, 2.36869], [0.73950, -0.46540, 3.68298], [1.96240, 0.03850, 4.12319], [2.79416, 0.71422, 3.23945], [2.39732, 0.87503, 1.93247], [1.21305, 0.38189, 1.51528], [-4.92018, -2.85714, -1.93504], [-4.50826, -3.47965, 0.42134], [-2.65234, -2.42279, 1.67089], [-1.66636, -0.11157, -1.82173], [-3.50655, -1.17852, -3.05319], [0.05300, -0.98951, 4.33383], [2.27020, -0.10995, 5.15063], [3.74447, 1.12002, 3.55667], [2.99680, 1.40317, 1.20408], [1.91010, 3.82019, -2.32899], [1.90833, 2.51018, -2.14762], [2.31331, 1.68416, -3.10075], [1.51099, 2.06843, -0.99941], [2.26102, 4.24907, -3.16977], [1.57112, 4.41979, -1.59578], [2.62888, 2.02014, -3.99648], [2.31908, 0.68805, -2.94653], [1.10772, -1.46575, -2.51572], [0.81896, -0.74261, -1.65716]]
}

Record 5
{
  "formula": "C13H13N4O5Y",
  "method": "ωB97M-V/def2-TZVPD",
  "multiplicity": 1,
  "total_charge": 2,
  "lumo_ev": -7.85,
  "homo_lumo_gap_ev": 7.55,
  "species": ["Y", "C", "C", "O", "N", "C", "C", "C", "C", "C", "C", "N", "H", "H", "H", "H", "H", "H", "H", "H", "H", "H", "O", "C", "O", "C", "C", "N", "N", "C", "C", "O", "O", "H", "H", "H"],
  "positions_angstrom": [[0.43489, -0.77375, -0.59269], [4.91866, -0.30236, 0.17433], [3.49966, 0.05971, 0.41797], [2.55619, -0.50124, -0.21127], [3.16780, 0.98049, 1.31522], [1.78841, 1.31485, 1.63985], [1.07771, 2.21990, 0.64888], [1.13939, 3.59459, 0.80050], [0.47543, 4.40666, -0.10963], [-0.22963, 3.82792, -1.15052], [-0.24669, 2.44784, -1.24158], [0.37346, 1.65263, -0.35701], [4.96390, -1.08089, -0.58039], [5.37075, -0.65800, 1.10180], [5.47582, 0.57425, -0.15945], [3.90302, 1.41384, 1.85490], [1.81189, 1.81460, 2.60786], [1.21924, 0.38431, 1.84061], [1.68899, 4.02423, 1.62636], [0.50548, 5.48282, -0.00208], [-0.75201, 4.42990, -1.87945], [-0.78984, 1.96061, -2.04598], [-3.91556, -5.08802, -0.27002], [-4.45726, -3.89215, -0.43392], [-5.62535, -3.71646, -0.62016], [-3.55359, -2.67831, -0.45059], [-4.12114, -1.40874, -0.56380], [-3.12991, -0.52298, -0.55390], [-1.91553, -1.10913, -0.45591], [-2.18904, -2.43417, -0.38558], [-1.05640, -3.39235, -0.22367], [-1.19636, -4.57941, -0.16602], [0.11956, -2.76168, -0.17444], [-2.94429, -5.04832, -0.17141], [-5.15774, -1.12068, -0.63597], [-3.20993, 0.47947, -0.59288]]
}

Record 6
{
  "formula": "C13H13NO5",
  "method": "ωB97M-V/def2-TZVPD",
  "multiplicity": 1,
  "smiles": "CC(C)N1C[C@H](c2ccc3oc(=O)oc3c2)OC1=O",
  "lumo_ev": 0.31,
  "homo_lumo_gap_ev": 9.68,
  "species": ["C", "C", "C", "N", "C", "C", "C", "C", "C", "C", "O", "C", "O", "O", "C", "C", "O", "C", "O", "H", "H", "H", "H", "H", "H", "H", "H", "H", "H", "H", "H", "H"],
  "positions_angstrom": [[-0.76469, 3.14337, -1.09539], [-1.70144, 2.46407, -0.07462], [-1.94028, 3.48043, 1.03595], [-1.14122, 1.28077, 0.47045], [0.22874, 1.02228, 0.86920], [0.23664, -0.30228, 1.55789], [0.78720, -1.39352, 0.58276], [1.71730, -2.29109, 1.18127], [2.23266, -3.38131, 0.50474], [1.90877, -3.52571, -0.85061], [2.33203, -4.30852, -1.85881], [1.80395, -3.92610, -2.96429], [2.11300, -4.36546, -4.05169], [0.86459, -2.94543, -2.72950], [1.02844, -2.61350, -1.45682], [0.45164, -1.51416, -0.77645], [-1.19059, -0.52230, 1.84540], [-1.91234, 0.33344, 1.12377], [-3.13095, 0.44599, 1.23008], [-0.50603, 2.67604, -2.09436], [-1.33551, 4.04525, -1.21468], [0.26581, 3.21644, -0.83146], [-2.68161, 2.27465, -0.52802], [-1.06722, 3.92925, 1.46110], [-2.58730, 3.11790, 1.87399], [-2.52183, 4.31905, 0.64347], [0.53682, 1.85335, 1.60102], [0.95123, 1.05605, -0.00474], [0.69878, -0.39011, 2.60854], [1.71519, -2.27760, 2.27208], [2.72172, -4.16546, 0.92106], [-0.11353, -0.73579, -1.25134]]
}

Record 7
{
  "formula": "C13H13NS",
  "method": "ωB97M-V/def2-TZVPD",
  "multiplicity": 3,
  "lumo_ev": [0.86, -2.28],
  "s2": 2.028,
  "homo_lumo_gap_ev": [5.93, 5.55],
  "species": ["C", "C", "C", "C", "C", "C", "C", "C", "C", "C", "C", "C", "C", "N", "S", "H", "H", "H", "H", "H", "H", "H", "H", "H", "H", "H", "H", "H"],
  "positions_angstrom": [[-2.38296, -2.09123, 0.76278], [-1.90437, -2.77224, -0.34612], [-1.61285, -1.11411, 1.35113], [-0.66037, -2.44832, -0.84696], [-0.33517, -0.78788, 0.88214], [0.12518, -1.46671, -0.25390], [-1.33011, 1.60273, -0.19604], [-0.43810, 1.20459, -1.11054], [-1.04563, 2.02888, 1.17025], [1.01472, 1.39507, -1.07104], [-0.23832, 1.35644, 1.99526], [1.99115, 0.48773, -1.17882], [3.44637, 0.83410, -1.25658], [0.38307, 0.14456, 1.61410], [1.73904, -1.26172, -0.99016], [-3.35034, -2.33256, 1.17707], [-2.49569, -3.54346, -0.81435], [-1.97662, -0.58179, 2.21573], [-0.27754, -2.95333, -1.72157], [-2.38291, 1.55932, -0.45162], [-0.80797, 0.78602, -2.04047], [-1.60183, 2.87892, 1.54162], [1.31619, 2.43788, -1.02854], [-0.00656, 1.69317, 2.99558], [3.98417, 0.06580, -1.80884], [3.87312, 0.88187, -0.25296], [3.60164, 1.79295, -1.74771], [1.37266, 0.20333, 1.41056]]
}

Record 8
{
  "formula": "C13H14CaN3O6S",
  "method": "ωB97M-V/def2-TZVPD",
  "multiplicity": 1,
  "total_charge": -1,
  "lumo_ev": 2.04,
  "homo_lumo_gap_ev": 7.25,
  "species": ["Ca", "O", "C", "O", "C", "C", "C", "N", "C", "C", "C", "O", "O", "H", "H", "H", "C", "C", "O", "O", "H", "H", "H", "C", "N", "C", "C", "N", "C", "S", "H", "H", "H", "H", "H", "H", "H", "H"],
  "positions_angstrom": [[-1.53881, 0.25198, -1.05436], [1.57816, -5.20513, 3.26800], [0.36170, -5.15686, 3.00056], [-0.58003, -5.74160, 3.47371], [-0.04694, -3.97134, 1.97525], [0.92626, -3.02819, 1.73349], [0.66650, -1.99657, 0.88454], [-0.51524, -1.66917, 0.27885], [-1.57978, -2.47150, 0.64051], [-1.29915, -3.64541, 1.45145], [-2.95246, -2.09753, -0.02120], [-3.88111, -2.87825, 0.05831], [-3.19790, -0.99998, -0.65794], [1.88133, -3.11908, 2.18804], [1.53135, -1.40313, 0.48292], [-2.08051, -4.30421, 1.71680], [-1.81722, 1.91389, -4.75196], [-1.29421, 1.33251, -3.44177], [-0.83861, 0.17533, -3.27503], [-1.40617, 2.13178, -2.46496], [-1.24205, 1.60219, -5.63537], [-1.92098, 3.02046, -4.67980], [-2.82293, 1.59046, -4.99432], [0.19117, 3.67802, -0.17258], [1.04077, 2.58245, 0.32029], [2.44313, 2.77692, 0.38644], [2.89717, 1.43107, 0.88799], [1.74981, 1.14374, 1.76187], [0.64072, 1.71079, 1.29396], [-0.93304, 1.37576, 1.73303], [0.41867, 4.57002, 0.40329], [-0.88394, 3.45182, -0.09005], [0.44247, 3.79719, -1.24401], [2.65546, 3.56375, 1.12180], [2.87284, 3.09888, -0.57828], [3.75386, 1.45913, 1.50593], [3.03548, 0.66896, 0.07962], [1.74425, 0.36085, 2.41500]]
}